Molecular formula: C2H7N3
Method: DFT, wB97M-V/def2-TZVPD

Geometry as ORCA input:
```
! wB97M-V def2-TZVPD RIJCOSX def2/J DEFGRID3
* xyz 0 1
C 1.69218 -0.46683 -0.05716
C 0.29320 0.15773 0.01986
H 1.78795 -1.56038 -0.71492
H 2.52574 0.54322 -0.55544
H 1.94990 -0.64112 1.19287
H -0.60231 1.91716 0.27365
H -0.88675 -1.64801 0.05930
H -2.23166 0.46076 0.71594
H -2.01922 0.51981 -0.99795
N 0.37253 1.42809 0.01721
N -0.83896 -0.63310 0.15400
N -2.04261 -0.07732 -0.10735
*
```

Its HOMO energy is -9.28 eV. As for the largest force on an atom: 0.09657 Eh/bohr. The value obtained for the energy above the lowest of the compared OMol25 structures with the same formula, charge and spin is 81.8 kcal per mole.

Atom charges from the Löwdin analysis, given in e for atoms 1 to 5: C -0.120; C -0.605; H 0.107; H 0.171; H 0.122

Molecular formula: C5H20N2O4
Method: DFT, wB97M-V/def2-TZVPD

Geometry as ORCA input:
```
! wB97M-V def2-TZVPD RIJCOSX def2/J DEFGRID3
* xyz 0 1
C 1.55948 2.41728 0.93444
C 0.66939 1.22590 1.39992
C 0.53993 0.24584 0.27676
C -0.65263 0.59172 -0.69638
N -0.38736 0.07271 -2.02589
C -0.88098 -0.99392 -2.53486
N -1.55268 -1.99909 -1.84011
H 1.30847 2.72120 -0.08399
H 1.40437 3.23381 1.61148
H 2.57844 2.07214 0.90655
H 1.31304 0.57937 2.05449
H -0.23085 1.69566 1.75545
H 0.40835 -0.80839 0.54423
H 1.44592 0.26098 -0.35503
H -0.54308 1.67547 -0.58419
H -1.53765 0.17631 -0.10428
H -0.87595 -1.02896 -3.66995
H -1.72803 -1.83367 -0.85034
H -2.33631 -2.48529 -2.23692
O 1.24442 2.25839 -2.77433
H 0.33900 2.23522 -2.45183
H 1.37931 1.32031 -2.96043
O 2.19445 -2.85682 -0.78020
H 1.27724 -2.76341 -1.10427
H 2.65164 -2.06448 -0.55087
O -1.01274 -0.31858 3.55295
H -1.71421 0.13999 4.07054
H -0.31095 -0.42680 4.21013
O -2.51199 -1.64261 1.26008
H -2.07020 -2.48625 1.10360
H -1.96785 -1.21406 1.92325
*
```

Its HOMO energy is -9.07 eV. As for the largest force on an atom: 0.05903 Eh/bohr. Its SMILES is CCCC/N=C\N.O.O.O.O. The value obtained for the energy above the lowest of the compared OMol25 structures with the same formula, charge and spin is 33.8 kcal per mole.

Atom charges from the Löwdin analysis, given in e for atoms 1 to 5: C -0.094; C -0.273; C -0.251; C -0.223; N -0.011

Molecular formula: C14H39FMg2N3O6PSi
Method: DFT, wB97M-V/def2-TZVPD

Geometry as ORCA input:
```
! wB97M-V def2-TZVPD RIJCOSX def2/J DEFGRID3
* xyz 2 1
C 4.66370 -4.68241 3.75453
O 3.77573 -3.64047 4.12782
C 3.28830 -2.90935 3.05935
C 2.28153 -1.90737 3.59635
C 0.85808 -2.33141 3.11774
C 0.35197 -3.51426 3.94037
C -0.39326 -4.59664 3.11767
Si 0.52997 -6.25421 3.21318
H 5.06751 -4.55642 2.75278
H 5.47923 -4.68133 4.47223
H 4.18891 -5.66259 3.81297
H 4.06789 -2.36114 2.51999
H 2.77816 -3.55639 2.32104
H 2.51576 -0.86395 3.37296
H 2.28331 -2.00544 4.67777
H 0.86914 -2.53617 2.04765
H 0.19727 -1.42988 3.28819
H 1.19945 -3.95460 4.46579
H -0.35126 -3.11755 4.66884
H -0.59955 -4.30385 2.09027
H -1.35889 -4.77716 3.59156
H -0.34859 -7.35873 2.79292
H 1.72702 -6.14723 2.34700
H 0.99729 -6.40856 4.60396
Mg -1.10154 0.02262 3.20163
F 4.20506 -0.74246 4.37997
O -0.43227 2.97011 -0.88878
P -0.88379 2.37258 -2.19051
N 0.03156 0.90519 -2.21102
C 1.33973 0.75702 -2.83191
C -0.00459 0.22157 -0.92851
N -0.42575 3.62044 -3.27029
C 0.74801 3.57328 -4.12277
C -0.63967 4.97171 -2.74488
N -1.99847 1.78416 -3.38580
C -2.50328 0.40968 -3.32635
C -3.08542 2.71417 -3.76179
H 1.71291 -0.25488 -2.66616
H 2.08082 1.45711 -2.43105
H 1.27755 0.86793 -3.91315
H -1.00596 0.29541 -0.48700
H 0.71261 0.65181 -0.21417
H 0.21441 -0.84255 -1.05020
H 1.68295 3.51843 -3.55337
H 0.79020 4.47146 -4.73871
H 0.69216 2.74012 -4.82561
H 0.17542 5.30145 -2.09299
H -1.56466 5.02561 -2.17038
H -0.73556 5.67449 -3.57354
H -1.72767 -0.29677 -3.61710
H -3.33004 0.29296 -4.05303
H -2.88555 0.12860 -2.34263
H -3.09058 2.83678 -4.84575
H -2.95390 3.69589 -3.31877
H -4.06540 2.35351 -3.44217
C 0.51069 3.94873 5.58420
O 0.03036 2.87387 6.39560
H 0.75075 3.54827 4.60105
H -0.25080 4.72417 5.47660
H 1.41234 4.38486 6.01541
H -0.17570 3.23945 7.26005
C -4.94487 1.77454 -6.73078
O -3.76275 1.51569 -7.10798
O -5.67282 2.51947 -7.57586
O -5.49468 1.33372 -5.67174
H -5.03139 2.69123 -8.28632
Mg -4.66911 -0.49428 -6.29642
*
```

Its HOMO energy is -12.41 eV. As for the largest force on an atom: 0.10626 Eh/bohr.

Atom charges from the Löwdin analysis, given in e for atoms 1 to 5: C -0.055; O -0.131; C -0.252; C -0.171; C -0.219

Molecular formula: C32H54BrClO5S2Si
Method: DFT, wB97M-V/def2-TZVPD

Geometry as ORCA input:
```
! wB97M-V def2-TZVPD RIJCOSX def2/J DEFGRID3
* xyz 0 1
C -1.72406 2.25531 -4.98637
C -3.09903 2.05241 -4.32950
C -3.40173 3.17456 -3.34460
Si -2.18913 3.26273 -1.91232
Cl -3.23757 4.12307 -0.33346
Br -1.71736 1.16970 -1.29099
C -0.66043 4.29955 -2.21700
C 0.67541 3.67983 -1.77705
O 1.79735 4.11676 -2.52259
C 1.80957 3.71047 -3.87052
C 1.90276 2.21356 -4.07745
O 3.10404 1.68655 -3.55789
C 2.93342 0.77326 -2.54661
C 3.48644 1.01531 -1.29900
C 3.31558 0.12018 -0.24774
C 2.57487 -1.05620 -0.41350
C 2.37351 -2.04855 0.73826
C 1.24734 -3.04324 0.45582
C 3.68221 -2.87937 0.79050
C 2.23066 -1.35567 2.10668
C 0.84982 -0.78859 2.48258
C 1.10040 0.19844 3.66780
C 0.20008 0.03336 1.37084
C -0.11816 -1.87406 3.01584
C 2.05093 -1.29783 -1.68391
C 2.22337 -0.40746 -2.74031
O -4.11367 2.01034 -5.33543
C -4.58472 0.70137 -5.59414
C -3.51903 -0.26710 -6.03764
C -3.06873 -1.25375 -5.16141
C -2.05805 -2.14754 -5.50926
C -1.49297 -2.06745 -6.77694
C -1.93886 -1.09042 -7.66315
C -2.94428 -0.20056 -7.30523
H -1.00208 1.62245 -4.46775
H -1.41043 3.29244 -4.94949
H -1.74820 1.89415 -6.00563
H -3.10752 1.11211 -3.78273
H -3.38240 4.11715 -3.89284
H -4.39007 3.03021 -2.91164
H -0.67418 4.60142 -3.26091
H -0.80286 5.21075 -1.63962
H 0.86347 3.99970 -0.75691
H 0.64762 2.59090 -1.73973
H 2.69063 4.17091 -4.31162
H 0.95044 4.06652 -4.44780
H 1.85681 2.02461 -5.15209
H 1.02453 1.73213 -3.64855
H 4.06042 1.91861 -1.14091
H 3.76853 0.37231 0.69516
H 1.50779 -3.62210 -0.42793
H 0.28868 -2.57788 0.25290
H 1.17889 -3.76007 1.26817
H 3.70026 -3.48301 1.69519
H 3.80861 -3.48776 -0.09968
H 4.52097 -2.18960 0.87349
H 2.50312 -2.09208 2.86345
H 2.96476 -0.56184 2.18189
H 1.07511 -0.36635 4.58962
H 2.07601 0.67316 3.59211
H 0.32009 0.95534 3.72445
H 0.86537 0.85973 1.10896
H 0.01583 -0.52140 0.45520
H -0.70957 0.49716 1.74185
H 0.40158 -2.81169 3.17813
H -0.60171 -1.56244 3.92952
H -0.91871 -2.02477 2.29379
H 1.48274 -2.18703 -1.89732
H 1.80315 -0.60176 -3.71623
H -5.31221 0.80203 -6.39748
H -5.12348 0.29885 -4.73380
H -3.51347 -1.32301 -4.17713
H -1.73333 -2.88915 -4.79767
H -0.70702 -2.75223 -7.05203
H -1.48226 -1.04484 -8.64064
H -3.27266 0.55336 -8.00568
C 2.24029 2.41752 7.59761
S 3.11243 0.85411 7.44156
O 2.23573 -0.05015 6.65668
C 2.95342 0.37892 9.16851
H 2.18588 2.86711 6.60843
H 1.23401 2.23825 7.97646
H 2.79186 3.07540 8.26946
H 1.89857 0.34049 9.44107
H 3.48462 1.09684 9.79359
H 3.39975 -0.60638 9.28446
C -3.88136 -4.77451 5.81281
S -3.04979 -3.21163 6.12594
O -2.41148 -2.79658 4.85193
C -1.74781 -3.89513 7.15916
H -4.71227 -4.57966 5.13832
H -3.18459 -5.47189 5.34758
H -4.25931 -5.17926 6.75182
H -1.19724 -4.65175 6.60001
H -2.18719 -4.32647 8.05892
H -1.07875 -3.08122 7.43131
*
```

Its HOMO energy is -8.20 eV. As for the largest force on an atom: 0.02294 Eh/bohr.

Atom charges from the Löwdin analysis, given in e for atoms 1 to 5: C -0.018; C -0.468; C -0.253; Si -0.108; Cl 0.296

Values of Kohn-Sham gap, in order: 0.37439, 0.34211, 0.10023, 0.32537, all in hartree.